Version one
A 3-piece molecular cluster, C5H15N2S overall. Source: the OMol25 dataset; level of theory: ωB97M-V with the def2-TZVPD basis set.

```
23
Properties=species:S:1:pos:R:3
C 5.94925 -1.92781 -1.57195
C -1.79649 2.23727 1.93017
N -0.89078 0.14438 1.15708
H 6.36810 -2.58767 -2.32869
H -1.88663 1.81405 2.93302
H -3.07653 -0.50143 0.28414
H 4.42291 -1.25094 -0.47105
C 4.64607 -1.92723 -1.29329
H 6.71648 -1.62662 -0.86962
H -2.65238 2.89356 1.76191
H -0.98531 -1.74749 -1.63999
C -1.79546 1.14369 0.83342
H -0.53139 -0.53129 -0.67758
N -0.43230 -0.89595 -1.63391
H -1.70156 1.62051 -0.17733
H -4.72195 1.17644 -0.86262
H -3.43314 0.19369 1.84881
S -4.57902 1.52459 0.40612
H 3.84950 -2.27845 -1.93028
H 0.06315 0.55118 1.14406
H 0.52129 -1.26102 -1.61908
C -3.19372 0.44162 0.81097
H -0.86012 2.79494 1.96570
```

Calculated values
* net charge: +1
* E_LUMO: -9.1 eV
* M: 135.3 g/mol
* orbital gap: 3.1 eV

***

Version two
A 2-piece molecular cluster, C5H15N2S overall. Source: the OMol25 dataset; level of theory: ωB97M-V with the def2-TZVPD basis set.

```
23
Properties=species:S:1:pos:R:3
H 1.87025 -1.00965 0.29158
S 1.16302 1.42454 0.14943
H -2.27983 0.42950 1.33415
N -1.89198 0.94774 -0.66868
N -0.04468 -1.60865 -0.38174
C -1.30669 -1.24211 0.19503
H 0.04956 0.55447 2.09689
H 1.67022 -2.66233 0.46115
H -1.26849 1.74940 -0.70516
H 0.99293 -0.01770 -1.44337
C -1.48508 0.22875 0.58269
H 0.76176 -1.83005 1.60475
C -0.26063 1.04941 1.15700
H 3.81481 3.48706 -0.13245
C 0.31130 -0.92515 -1.60640
H 0.79588 -1.53575 -2.34596
C 1.05362 -1.74920 0.52511
H 3.70808 2.89947 -0.59493
H -0.61244 -0.43367 -1.99610
H -2.80185 1.40400 -0.60825
H -0.66894 2.01629 1.49526
H -1.47811 -1.82659 1.15441
H -2.09269 -1.34980 -0.56443
```

Calculated values
* net charge: +1
* E_LUMO: -8.2 eV
* M: 135.3 g/mol
* orbital gap: 5.2 eV

***

Stability, lowest: version one

***

Version one
A 2-piece molecular cluster, C6H14Si overall. Source: the OMol25 dataset; level of theory: ωB97M-V with the def2-TZVPD basis set.

```
21
Properties=species:S:1:pos:R:3
H 1.53825 -0.44765 2.22367
H -1.99309 1.26222 -1.56661
H -1.72988 -2.38563 -0.34193
C -1.16540 1.59182 -2.28920
C -0.24687 -1.45032 1.93403
H -1.61880 1.32977 -3.28463
H 1.49344 3.09139 -1.40121
H 0.44712 -0.43512 3.74525
H 0.54632 1.21769 -0.17176
C -1.99650 -2.13508 0.63491
C 1.98625 2.25743 -1.71177
H -3.04481 -2.50834 0.67221
H -1.98653 -1.04229 0.62155
H 2.69846 1.86593 -0.99076
C 0.61684 -0.84843 2.77352
H -0.70443 -3.43188 1.76706
C -1.02558 -2.42714 1.67201
H 0.45534 -0.76114 -1.46617
H -0.99324 2.63919 -2.14502
H 2.67823 2.63561 -2.50107
Si 0.57374 0.79967 -1.64264
```

Calculated values
* E_LUMO: 0.7 eV
* M: 114.3 g/mol
* structure (SMILES): C[SiH2]C.C=C=CC
* orbital gap: 10.2 eV

***

Version two
One molecule with the formula C6H14Si. Source: the OMol25 dataset; level of theory: ωB97M-V with the def2-TZVPD basis set.

```
21
Properties=species:S:1:pos:R:3
H -0.47163 2.73181 1.32024
C -0.36754 2.65918 0.24002
H -1.74477 -2.37250 1.65790
C 0.83971 -2.24779 -0.47608
Si 0.45945 -0.08373 1.18635
H 1.03123 1.84039 -2.17415
C 0.39867 1.21336 -1.55207
H -1.26876 2.45274 -0.34736
C 0.59006 1.48926 -0.07109
H 0.08662 3.52149 -0.17439
H 1.73306 1.71033 0.18526
C -0.10329 -1.71001 0.33115
H -0.48843 0.15556 2.30755
H -2.17062 -1.75417 0.05849
H 1.83231 -1.91386 -0.61537
H -0.61729 1.27746 -1.86257
H 0.71195 -3.28022 -0.92353
H 1.76269 -0.14588 1.89519
H 0.54733 0.14617 -1.82141
C -1.36992 -2.33256 0.62229
H -1.39082 -3.35702 0.21357
```

Calculated values
* E_LUMO: 0.9 eV
* M: 114.3 g/mol
* structure (SMILES): C=C(C)[SiH2]C(C)C
* orbital gap: 10.2 eV

***

Stability, lowest: version one

***

Version one
A 2-piece molecular cluster, C5H15N2 overall. Source: the OMol25 dataset; level of theory: ωB97M-V with the def2-TZVPD basis set.

```
22
Properties=species:S:1:pos:R:3
H -0.46826 -0.85441 -2.96403
H 1.78532 -1.63965 -2.27917
H 2.40732 -1.26450 -0.64571
H 0.23913 -0.52219 -0.07807
N 0.48386 -0.52303 -1.08958
C -0.72746 -0.78837 -1.90715
H -0.78408 -1.17687 2.18431
H -1.66540 1.03726 2.21917
N -0.79417 1.50087 1.93712
C -1.00125 2.29167 0.69830
H 1.20113 1.09163 1.50909
H 1.28555 -2.50021 -0.78534
H -1.43413 0.02275 -1.78712
H -1.46515 1.69437 -0.09802
H -1.24778 -1.65759 -1.53524
H -1.71941 3.07502 0.91327
C 0.20787 -0.74101 1.95453
H -0.10747 2.82034 0.36531
H 0.87346 0.42039 -1.26798
H 1.11446 -1.35727 2.09077
C 0.26192 0.61709 1.79367
C 1.55456 -1.54629 -1.22813
```

Calculated values
* net charge: +1
* E_LUMO: -3.0 eV
* M: 103.2 g/mol
* orbital gap: 9.6 eV

***

Version two
A 2-piece molecular cluster, C5H15N2 overall. Source: the OMol25 dataset; level of theory: ωB97M-V with the def2-TZVPD basis set.

```
22
Properties=species:S:1:pos:R:3
H 1.63344 0.65335 -2.72331
H 1.00963 0.30085 1.06844
H 2.99967 1.04853 -0.84929
H -2.47474 -1.65629 2.26637
N -1.16088 -0.83584 0.05888
H 0.98753 -0.23123 -1.39031
H -1.54790 -1.70927 -0.30808
H 0.84942 -0.45702 2.75739
C -0.61412 -1.01730 1.43622
H -1.06944 -1.89416 3.30581
H 2.16227 2.40193 -0.96085
H -1.35048 -2.96837 1.93426
C 1.18088 0.79860 -1.73271
H 0.03589 2.43296 -2.57295
C 0.47280 -0.34496 1.75050
C -1.42037 -1.93197 2.28063
H -0.93896 1.01133 -2.25444
H -1.89926 -0.12930 0.04547
H -0.40792 -0.51831 -0.56613
H -0.40435 2.03362 -0.92496
N 2.05783 1.41261 -0.73701
C -0.10098 1.60025 -1.88393
```

Calculated values
* net charge: +1
* E_LUMO: -3.3 eV
* M: 103.2 g/mol
* orbital gap: 10.0 eV

***

Stability, lowest: version one

***

Version one
An isolated ion of composition C5H15N2 and charge +1. Source: the OMol25 dataset; level of theory: ωB97M-V with the def2-TZVPD basis set.

```
22
Properties=species:S:1:pos:R:3
H -0.45924 -1.55921 0.14322
H -0.49457 0.87995 -2.68146
H -2.11857 0.17055 -2.94362
N -0.91092 0.40417 1.65247
C 1.03220 1.39603 0.68377
C -0.02841 -0.73515 -0.26519
C -1.30445 0.37898 -2.16009
H -1.71658 -0.26263 1.48590
H 2.04615 1.07418 0.38353
H 1.06239 2.03127 1.51009
H -1.10473 1.24965 2.22909
H 0.64956 1.86237 -0.28200
C -1.00613 -0.90979 -1.61238
H -0.48951 -1.59882 -2.30591
H -1.81487 0.92455 -1.42129
H 0.94327 -1.38216 2.37184
C 0.16911 0.18573 0.92325
H 2.01178 -1.20568 0.87486
N 1.43636 -0.78208 1.71565
H 0.94631 -0.98562 -0.45493
H 2.13258 -0.36503 2.22314
H -1.86493 -1.41429 -1.14003
```

Calculated values
* net charge: +1
* E_LUMO: -3.2 eV
* M: 103.2 g/mol
* structure (SMILES): CCC[C@@](C)(N)[NH3+]
* orbital gap: 11.1 eV

***

Version two
A 2-piece molecular cluster, C5H15N2 overall. Source: the OMol25 dataset; level of theory: ωB97M-V with the def2-TZVPD basis set.

```
22
Properties=species:S:1:pos:R:3
H -0.93988 -0.87511 1.82072
H 1.87803 -1.90345 -0.28342
C 1.93499 -1.63311 -1.34300
H 1.72684 -2.53182 -1.92569
H -1.15461 -0.07863 -1.67098
H 1.06193 -0.22534 -2.73602
H 2.97582 -1.36360 -1.52934
H -1.82503 -0.48089 3.22825
N -1.28375 1.50927 0.83516
H -0.73762 -1.71876 -2.05563
N -1.21667 -0.15435 2.48291
H -0.70858 0.97709 0.18930
H 2.47670 0.97802 -1.06293
C 1.43404 0.72985 -0.85829
C -1.52937 1.04805 2.02994
C 0.99415 -0.47988 -1.67469
H 0.86919 1.64726 -1.05997
H -1.84276 1.76398 2.78347
H -0.56097 -1.14985 -0.35300
H 1.43223 0.50879 0.21960
H -1.32962 2.50512 0.70589
C -0.45991 -0.88531 -1.41378
```

Calculated values
* net charge: +1
* E_LUMO: -4.0 eV
* M: 103.2 g/mol
* orbital gap: 10.8 eV

***

Version three
An isolated ion of composition C5H15N2 and charge +1. Source: the OMol25 dataset; level of theory: ωB97M-V with the def2-TZVPD basis set.

```
22
Properties=species:S:1:pos:R:3
H -1.87107 -0.97098 -0.55228
H 1.83279 1.65620 -0.88579
N -1.51384 1.40998 1.58725
H -1.89331 1.42585 0.59634
H -0.64159 -2.45286 -0.40547
H -0.41739 0.27313 -1.65633
C -0.83093 -1.28318 -0.31644
C 1.82266 0.85125 -1.64888
H 0.28170 -1.46268 1.38887
C -0.51118 -0.86270 1.12581
H 0.20421 0.92637 0.48184
H -1.24818 -1.24763 1.90209
H 1.08771 1.03757 -2.43804
H 0.08414 -1.38119 -2.36852
H 1.91236 -1.20048 -0.79801
C 0.09890 -0.71185 -1.36944
H -1.44913 2.18243 2.22756
H 2.75596 0.84642 -2.15310
H -2.16903 0.78393 2.17716
H 0.37767 0.82566 2.36966
C -0.17591 0.58498 1.46871
N 1.33269 -0.36894 -0.93647
```

Calculated values
* net charge: +1
* E_LUMO: -3.7 eV
* M: 103.2 g/mol
* structure (SMILES): CNCCCC[NH3+]
* orbital gap: 8.4 eV

***

Version four
A 2-piece molecular cluster, C5H15N2 overall. Source: the OMol25 dataset; level of theory: ωB97M-V with the def2-TZVPD basis set.

```
22
Properties=species:S:1:pos:R:3
N -0.10025 -0.57600 1.85366
C 1.96346 0.78144 -1.53369
H -1.39722 -2.59564 -0.58635
H -1.14714 3.71673 -1.10960
H -2.01101 -2.40106 1.10673
C 0.70394 -0.81929 -0.32455
C -0.53543 -0.95300 0.51951
H -1.18979 -0.14582 0.16292
H 2.91936 0.65873 -0.98697
H -2.44496 2.62117 -0.69371
H 1.92196 1.80369 -1.90127
H -1.59753 3.52441 0.59979
H 0.90280 -0.62721 1.99601
H 2.05406 0.06760 -2.35773
H -0.52400 -1.05558 2.63953
C -1.48543 3.01303 -0.35263
N 0.90301 0.51179 -0.66454
H 0.58467 -1.41836 -1.24779
H -0.77116 2.19982 -0.29409
H 1.56087 -1.29840 0.19129
C -1.14237 -2.34994 0.44908
H -0.41375 -3.08973 0.79099
```

Calculated values
* net charge: +1
* E_LUMO: -8.3 eV
* M: 103.2 g/mol
* orbital gap: 5.6 eV

***

Stability, lowest: version four